{"formula": "C6H5NO2S2", "method": "ωB97M-V/def2-TZVPD", "symbols": ["C", "C", "C", "C", "C", "C", "N", "O", "O", "S", "S", "H", "H", "H", "H", "H"], "coordinates": [[2.044, -0.155, -0.017], [1.573, 0.768, -0.925], [1.275, -0.940, 0.896], [0.076, 1.047, -0.986], [-0.246, -0.706, 0.916], [-0.683, 0.410, 0.064], [-2.896, 0.032, -0.189], [-3.676, 0.847, 0.160], [-2.954, -1.023, -0.733], [0.299, -2.292, 0.143], [-0.602, 2.051, 0.418], [3.109, -0.382, 0.228], [2.086, 1.215, -1.698], [1.748, -1.202, 1.732], [-0.426, 1.303, -1.903], [-0.727, -0.973, 1.896]], "mulliken_charge": [-0.37, -0.90, -0.50, -0.40, -0.25, 0.46, 0.61, -0.49, -0.44, -0.09, -0.11, 0.30, 0.48, 0.70, 0.54, 0.46], "e_homo_ev": [-8.39, -8.02], "de_lowest_kcal_mol": 165.6, "homo_lumo_gap_ev": [7.90, 7.47], "max_force_ev_per_a": 4.962, "charge": 0}

=====

{"formula": "C6H5NO3", "method": "ωB97M-V/def2-TZVPD", "symbols": ["O", "C", "C", "C", "C", "C", "C", "N", "O", "O", "H", "H", "H", "H", "H"], "coordinates": [[1.894, -0.850, 1.530], [0.754, -0.594, 1.108], [-0.336, -0.516, 2.098], [-1.607, -0.183, 1.726], [-1.884, 0.104, 0.313], [-0.908, 0.103, -0.627], [0.509, -0.191, -0.304], [1.467, 0.004, -1.178], [1.219, 0.469, -2.484], [2.355, 1.251, -2.946], [-0.089, -0.806, 3.108], [-2.415, -0.143, 2.447], [-2.900, 0.376, -0.015], [-1.164, 0.319, -1.650], [3.105, 0.655, -3.128]], "mulliken_charge": [-0.56, 0.56, -0.44, -0.33, -0.44, -0.24, 0.28, -0.28, -0.07, -0.31, 0.40, 0.38, 0.32, 0.39, 0.35], "e_homo_ev": -9.22, "de_lowest_kcal_mol": 147.1, "homo_lumo_gap_ev": 7.68, "max_force_ev_per_a": 3.619, "charge": 0, "smiles": "O=C1C=CC=C/C1=N\\OO"}